# 1
Entry from the Open Molecules 2025 dataset: a cluster of 2 separate species, C6H14N2 in total in a non-equilibrium geometry (ωB97M-V/def2-TZVPD).

The geometry in XYZ format:
```
22
Properties=species:S:1:pos:R:3:forces:R:3
C -2.155266 -0.278465 -0.246815 0.9 0.7 -0.2
C -0.901327 -1.065519 0.035147 -1.0 -1.8 2.8
C -0.364923 -1.241346 1.296803 -1.5 0.2 -1.9
N -0.576754 -0.404015 2.377314 -0.2 0.0 0.0
H -3.014436 -0.924844 -0.388532 -0.1 -0.2 0.1
H -2.011958 0.278533 -1.171392 -0.2 0.2 -0.2
H -2.386326 0.448252 0.531920 -0.1 0.0 0.0
H -0.790452 -1.922697 -0.617409 0.3 0.1 -0.1
H 0.191666 -2.136001 1.538800 0.4 0.2 -0.2
H -0.998648 0.485349 2.155927 0.1 -0.1 0.1
H 0.208775 -0.309846 2.995856 0.1 0.0 0.1
C 1.098360 -0.109587 -2.025842 -0.9 -0.1 1.1
C 0.951476 0.324370 -0.746081 3.9 1.2 -0.9
C 0.582003 1.767901 -0.488333 -0.8 -0.6 0.3
N 1.823362 -0.184808 0.307430 -0.7 -0.3 -0.4
H 1.403958 -1.122697 -2.236723 0.4 -0.1 0.0
H 0.717024 0.458553 -2.854027 -0.4 0.1 -0.1
H 1.463874 2.402119 -0.424390 0.2 -0.1 0.0
H -0.076099 2.145790 -1.265642 0.0 0.0 -0.1
H 0.051036 1.851216 0.460521 -0.1 0.1 0.1
H 2.381984 -0.968485 -0.004296 0.0 0.2 0.0
H 2.402673 0.506225 0.769764 -0.2 0.1 -0.4
```
Positions in Å, forces in eV/Å.

SMILES: C/C=C\N.C=C(C)N
LUMO energy in eV: 0.89
Maximum force in eV/Å: 4.2
Spin multiplicity: 1
Energy above the lowest of the compared OMol25 structures with the same formula, charge and spin in kcal/mol: 59.3
Orbital gap in eV: 7.9443
E in eV: -9426.912

# 2
Entry from the Open Molecules 2025 dataset: a structure of composition C6H14N2 in a non-equilibrium geometry (ωB97M-V/def2-TZVPD).

The geometry in XYZ format:
```
22
Properties=species:S:1:pos:R:3:forces:R:3
C -1.241763 -0.688004 -1.054497 0.9 -0.1 2.8
C -2.688556 -0.354635 -0.793301 -0.1 0.0 -0.2
C -0.422318 0.353565 -1.735520 0.6 0.5 0.2
H -1.109479 -1.681974 -1.481246 0.0 0.0 0.2
H -0.656806 -0.591181 0.219936 -1.3 -1.1 -3.0
H -2.763389 0.547426 -0.187237 -0.1 0.1 0.0
H 0.365829 -0.073429 -2.356221 -0.1 0.0 -0.1
H -3.240049 -0.187729 -1.725952 0.0 0.0 0.0
H -3.185091 -1.161061 -0.253052 0.0 0.0 0.0
H -1.016237 1.041088 -2.339379 0.0 0.1 0.0
H 0.112144 0.936906 -0.947210 -0.3 0.0 -0.5
C 2.256272 -0.607223 0.196807 -0.1 -0.1 0.2
C 1.364697 0.215150 1.073995 -0.2 -0.6 -0.2
N 1.857417 1.458392 1.488458 -0.2 -0.1 -0.1
N -0.641785 -0.285409 2.453256 -0.5 0.1 -0.9
C 0.136771 -0.225316 1.462359 1.0 1.3 1.8
H 1.159424 2.072735 1.883030 0.1 0.0 0.0
H 2.427108 1.931329 0.799531 -0.1 0.0 0.0
H -0.181867 -0.221124 3.363685 0.3 -0.5 -0.2
H 2.633704 -0.036237 -0.652745 0.0 0.1 0.0
H 1.719523 -1.475245 -0.188611 0.0 0.1 0.0
H 3.114451 -0.968025 0.773912 0.0 0.0 -0.1
```
Positions in Å, forces in eV/Å.

LUMO energy (alpha / beta) in eV: 0.40 / 0.40
Maximum force in eV/Å: 3.4
Spin multiplicity: 1
Energy above the lowest of the compared OMol25 structures with the same formula, charge and spin in kcal/mol: 85.8
Orbital gap (alpha / beta) in eV: 7.3963 / 7.3954
E in eV: -9425.762

# 3
Entry from the Open Molecules 2025 dataset: a cluster of 2 separate species, C6H14N2 in total in a non-equilibrium geometry (ωB97M-V/def2-TZVPD).

The geometry in XYZ format:
```
22
Properties=species:S:1:pos:R:3:forces:R:3
C 0.444469 1.018464 -0.694576 0.0 -0.7 2.0
C -0.526182 -0.513074 -2.372462 0.3 0.0 1.1
C 0.318530 2.341476 -0.030734 0.3 0.1 0.4
C 0.092688 -1.686516 1.611463 0.1 -0.1 -0.5
N -0.601261 0.372440 -1.205746 -1.7 0.5 -0.9
C 0.084759 -0.179199 1.461609 1.0 0.6 0.5
N 0.025646 -1.791995 -2.027052 -0.1 0.1 -1.4
C -0.024844 0.540881 2.583433 0.2 0.2 -0.5
H -1.325767 0.231191 -0.492627 0.2 0.0 -1.0
H 1.388155 0.880920 -1.225800 0.0 -0.3 0.1
H -0.606070 -2.331011 -1.446857 0.8 0.0 0.3
H 1.011736 -1.701514 -1.801248 -0.6 -0.6 0.6
H 0.099743 -0.006065 -3.111449 -0.1 -0.2 0.0
H -1.526028 -0.638822 -2.788607 0.0 0.1 0.1
H 1.127490 2.458433 0.695186 -0.1 0.0 0.0
H 0.449496 3.150611 -0.761886 -0.3 -0.1 -0.1
H -0.623578 2.427026 0.506874 0.0 0.1 -0.2
H 0.076606 -2.031386 2.658873 0.0 0.3 -0.2
H 0.976496 -2.128886 1.134237 -0.1 0.0 0.0
H -0.777865 -2.146866 1.126005 0.1 0.0 0.0
H -0.036786 0.102174 3.589174 -0.3 -0.1 -0.2
H -0.047434 1.631716 2.592191 0.1 -0.1 -0.1
```
Positions in Å, forces in eV/Å.

LUMO energy (alpha / beta) in eV: 0.56 / 0.56
Maximum force in eV/Å: 2.1
Spin multiplicity: 1
Energy above the lowest of the compared OMol25 structures with the same formula, charge and spin in kcal/mol: 105.8
Orbital gap (alpha / beta) in eV: 7.4967 / 7.4978
E in eV: -9424.897

# 4
Entry from the Open Molecules 2025 dataset: the ion C6H14N2 with charge +2 in a non-equilibrium geometry (ωB97M-V/def2-TZVPD).

The geometry in XYZ format:
```
22
Properties=species:S:1:pos:R:3:forces:R:3
C 0.013758 3.033729 -0.864268 -0.3 0.6 0.3
N 0.848928 2.129306 -0.541468 0.2 -0.8 -1.0
C 0.713644 0.701998 -0.395161 1.1 -1.5 0.6
C 1.848785 0.025951 -0.615882 0.0 0.7 -1.2
C -0.543703 0.120523 0.167346 -1.4 1.8 -1.1
C -0.414341 -1.296927 0.703616 -0.2 1.0 1.6
C -0.218172 -2.398205 -0.299130 1.1 -0.9 -1.7
N -1.687115 -1.639084 1.513497 -0.2 -0.9 1.0
H 0.367855 4.050710 -0.999026 0.2 -0.1 -0.1
H -1.058040 2.881336 -0.967670 0.2 -0.4 0.1
H 1.851099 2.310662 -0.572845 -0.1 0.8 0.2
H 2.016571 -1.035947 -0.582086 -0.4 -0.2 0.4
H 2.681283 0.515020 -1.126655 0.0 0.2 0.5
H -1.337426 0.201419 -0.592193 0.2 -0.4 -0.2
H -0.902324 0.920798 0.848254 0.2 -1.0 0.7
H 0.370467 -1.182077 1.465467 -0.1 -0.7 -0.2
H 0.609998 -3.094988 -0.141548 -0.1 0.2 0.9
H -1.061328 -3.069450 -0.504283 -0.2 0.5 0.2
H 0.095386 -2.018932 -1.282597 -0.6 0.3 0.2
H -2.146743 -2.436914 1.076051 -0.5 0.3 -0.5
H -2.377901 -0.921021 1.751669 0.1 0.3 -0.7
H -1.519064 -2.047511 2.443386 0.8 0.2 0.0
```
Positions in Å, forces in eV/Å.

SMILES: C=[NH+]C(=C)C[C@H](C)[NH3+]
LUMO energy in eV: -8.53
Maximum force in eV/Å: 2.5
Spin multiplicity: 1
Total charge: +2
Energy above the lowest of the compared OMol25 structures with the same formula, charge and spin in kcal/mol: 25.0
Orbital gap in eV: 9.7013
E in eV: -9410.981

# 5
Entry from the Open Molecules 2025 dataset: a cluster of 2 separate species, C6H14N2 in total in a non-equilibrium geometry (ωB97M-V/def2-TZVPD).

The geometry in XYZ format:
```
22
Properties=species:S:1:pos:R:3:forces:R:3
C -3.760920 -0.619800 0.004810 -3.5 2.6 -4.5
C -2.233645 -0.480090 1.933675 1.5 0.5 2.0
C -3.154962 0.267632 -1.300836 -0.4 -2.7 2.5
C 1.798678 0.946563 1.576683 2.7 4.3 4.7
C 3.323905 0.182563 -1.363076 0.6 -0.8 -1.9
C 1.776363 0.049931 0.527090 -0.2 -3.7 -4.6
N -2.848102 -0.527752 0.988357 0.3 -1.1 1.7
N 2.981399 -0.475252 -0.114127 0.1 0.2 3.3
H -4.728232 -0.001933 0.344854 2.0 -1.7 -0.5
H -1.639969 -0.349274 2.872659 -0.7 -0.3 -1.2
H -3.796867 1.051246 -1.518564 -1.2 1.4 -0.5
H -2.178345 0.603233 -1.066843 0.9 0.5 0.2
H -3.105071 -0.476209 -2.045429 0.1 -0.4 -1.3
H 2.741726 1.461600 1.929449 -0.9 -1.1 -0.4
H 0.973673 1.483791 1.935708 -1.3 0.5 -0.1
H -4.052571 -1.637932 -0.437796 0.8 1.2 1.5
H 2.710922 -0.126292 -2.198946 -0.6 0.1 0.2
H 3.272630 1.249442 -1.200301 0.3 0.2 -0.1
H 4.293713 -0.226257 -1.611788 0.6 0.6 -0.2
H 1.008210 -0.632391 0.269607 -1.0 -0.3 0.4
H 2.815530 -1.506264 -0.027792 0.9 0.8 -1.1
H 3.801932 -0.236547 0.502598 -0.8 -0.7 -0.3
```
Positions in Å, forces in eV/Å.

<S²>: 2.01
LUMO energy (alpha / beta) in eV: -7.08 / -10.15
Maximum force in eV/Å: 6.9
Spin multiplicity: 3
Total charge: +2
Energy above the lowest of the compared OMol25 structures with the same formula, charge and spin in kcal/mol: 0.0
Orbital gap (alpha / beta) in eV: 7.1649 / 8.9597
E in eV: -9404.888

# 6
Entry from the Open Molecules 2025 dataset: a structure of composition C6H14N2O in a non-equilibrium geometry (ωB97M-V/def2-TZVPD).

The geometry in XYZ format:
```
23
Properties=species:S:1:pos:R:3:forces:R:3
C 1.438469 0.755053 -0.065666 -1.5 -0.3 0.7
C -1.187473 1.745816 0.372520 -0.4 -0.3 -0.3
C 2.080162 -0.586827 -0.324154 -0.2 -0.1 -0.1
C -0.389463 0.484882 0.603673 3.0 1.1 1.3
N 2.028044 1.421784 1.024316 0.4 -0.2 -0.6
O -0.356349 -0.095462 1.692031 -0.4 0.0 -1.0
H 1.350404 1.391015 -0.945385 0.1 0.0 0.0
H 2.037719 2.433266 0.981002 -0.3 -0.5 0.7
H 1.930837 0.898208 1.891967 0.0 0.8 -0.1
H -2.154819 1.672875 0.872337 0.0 0.0 -0.1
H -0.654080 2.598850 0.800394 0.1 -0.2 0.0
H -1.333114 1.941853 -0.690540 0.0 0.0 0.0
H 3.158596 -0.482981 -0.476990 -0.1 0.1 0.0
H 1.663165 -1.064838 -1.213691 0.0 0.0 0.0
H 1.923980 -1.250011 0.533106 0.0 0.1 0.0
C -1.386991 -2.328055 -0.130494 0.1 0.0 0.2
C -1.432821 -0.998940 -0.797698 1.0 0.8 -0.9
N -2.269783 -0.658481 -1.672453 0.4 0.0 0.5
H -2.127641 0.283371 -2.041864 0.0 -0.1 0.1
H -0.235796 -0.183566 -0.530657 -2.1 -1.5 -0.4
H -1.464455 -2.200977 0.950359 0.1 0.0 0.0
H -2.192269 -2.971905 -0.488017 0.0 0.2 0.0
H -0.426322 -2.804930 -0.344094 0.0 0.0 0.1
```
Positions in Å, forces in eV/Å.

LUMO energy in eV: 0.78
Maximum force in eV/Å: 3.4
Spin multiplicity: 1
Energy above the lowest of the compared OMol25 structures with the same formula, charge and spin in kcal/mol: 112.0
Orbital gap in eV: 8.2159
E in eV: -11472.914